(1)
The following is a DFT calculation (wB97M-V/def2-TZVPD) of the ion C19H33BrNO3 with charge +1.

```
! RIJCOSX wB97M-V def2-TZVPD def2/J DEFGRID3
* xyz 1 1
C -5.0846 -0.7383 1.8091
C -4.0146 0.1336 1.1457
C -4.5133 1.5858 1.1570
C -2.7286 0.0790 1.9775
C -3.8196 -0.2177 -0.3516
C -3.0480 -1.4647 -0.8201
C -3.2061 -1.5853 -2.3344
C -3.4595 -2.7641 -0.1454
N -1.5912 -1.1885 -0.5371
C -0.5710 -2.2303 -0.7804
C 0.7550 -1.6485 -0.2828
O 0.4927 -1.1867 1.0259
C 1.9535 -2.6095 -0.2995
O 3.0784 -1.7601 -0.3074
C 4.2769 -2.2342 0.2772
C 5.2686 -1.0602 0.2915
O 4.7748 0.0180 1.0608
C 3.6921 0.6930 0.5915
C 3.4538 0.9697 -0.7554
C 2.2449 1.5064 -1.1507
C 1.2869 1.7928 -0.1938
Br -0.4923 2.1993 -0.7579
C 1.5573 1.6701 1.1570
C 2.7673 1.1272 1.5452
H -5.9841 -0.7764 1.2006
H -4.7427 -1.7522 1.9874
H -5.3552 -0.3122 2.7716
H -5.4259 1.6845 0.5758
H -4.7259 1.9065 2.1725
H -3.7652 2.2551 0.7386
H -2.9421 0.4748 2.9681
H -2.3656 -0.9370 2.1313
H -1.9530 0.7094 1.5472
H -3.3412 0.6450 -0.8237
H -4.8194 -0.2878 -0.7816
H -2.8990 -0.6698 -2.8345
H -4.2476 -1.7659 -2.5813
H -2.6306 -2.4170 -2.7314
H -3.1243 -2.8080 0.8862
H -4.5417 -2.8460 -0.1548
H -3.0629 -3.6237 -0.6799
H -1.3329 -0.3337 -1.0527
H -1.5002 -0.9384 0.4646
H -0.5121 -2.4796 -1.8383
H -0.8228 -3.1181 -0.2002
H 1.0398 -0.8011 -0.9266
H 1.3173 -0.8722 1.4179
H 1.9399 -3.2470 -1.1933
H 1.9378 -3.2472 0.5933
H 4.0861 -2.5752 1.3043
H 4.7000 -3.0642 -0.3022
H 6.1907 -1.3697 0.7855
H 5.4939 -0.7586 -0.7349
H 4.1847 0.7255 -1.5079
H 2.0428 1.6734 -2.1981
H 0.8233 1.9529 1.8958
H 2.9966 0.9912 2.5904
*
```

Summary:
gap between HOMO and LUMO	9.1	eV
LUMO level	-2.140	eV
energy above the lowest of the compared OMol25 structures with the same formula, charge and spin	5.7	kcal per mole
SMILES	CC(C)(C)CC(C)(C)[NH2+]C[C@@H](O)COCCOc1ccc(Br)cc1

***

(2)
The following is a DFT calculation (wB97M-V/def2-TZVPD) of an isolated molecule of C3H6O.

```
! RIJCOSX wB97M-V def2-TZVPD def2/J DEFGRID3
* xyz 0 1
C -1.5182 0.2874 0.3439
C 0.4775 -0.4247 0.6776
O -0.2060 0.7336 0.7196
C 1.4916 -0.2850 -0.4085
H -2.0168 1.2106 0.0771
H -1.4727 -0.3480 -0.5555
H -2.0062 -0.2700 1.1448
H 1.3806 -1.1786 -1.0388
H 1.3911 0.6265 -1.0125
H 2.4791 -0.3519 0.0523
*
```

Summary:
gap between HOMO and LUMO	8.8	eV
LUMO level	0.591	eV
energy above the lowest of the compared OMol25 structures with the same formula, charge and spin	91.0	kcal per mole

***

(3)
The following is a DFT calculation (wB97M-V/def2-TZVPD) of a structure of composition C11H19InNO7 in a non-equilibrium geometry.

```
! RIJCOSX wB97M-V def2-TZVPD def2/J DEFGRID3
* xyz -2 2
In 2.2610 1.9840 -0.3770
C 2.5435 2.5172 2.9732
O 2.2247 3.4468 2.2356
O 2.3061 1.3578 2.6253
O 3.5105 2.8176 3.7269
C 5.4635 3.3526 -0.1358
O 6.3749 3.7528 0.6500
O 5.2818 2.2245 -0.6781
O 4.3879 4.0116 0.0530
C -0.6659 -2.8849 -0.4077
C -0.3395 -1.5724 -1.1645
C -1.4532 -1.2852 -2.1984
C -2.7998 -0.8934 -1.6096
C -2.5599 0.2797 -0.6685
C -1.4819 0.0938 0.4366
N -0.2178 -0.3438 -0.2936
O 0.8389 -0.4634 0.5911
C -1.3258 1.4351 1.1044
C -1.9264 -0.8574 1.5507
C 0.9630 -1.7270 -1.9402
H -0.0408 -3.6589 -0.8530
H -1.6807 -3.2795 -0.3570
H -0.3519 -2.8254 0.6343
H -1.2562 -0.5638 -2.9913
H -1.7742 -2.1868 -2.7201
H -3.1454 -1.7509 -1.0323
H -3.5839 -0.6107 -2.3120
H -3.4510 0.6482 -0.1604
H -2.2857 1.1719 -1.2315
H -1.0608 2.2407 0.4196
H -2.2401 1.7825 1.5853
H -0.6824 1.5719 1.9736
H -1.0579 -1.3238 2.0157
H -2.4847 -0.4604 2.3985
H -2.6743 -1.6095 1.2997
H 1.7923 -2.0677 -1.3204
H 1.2092 -0.7984 -2.4552
H 0.8084 -2.5017 -2.6913
H 0.5747 -1.0238 1.3243
*
```

Summary:
gap between HOMO and LUMO (alpha / beta)	2.4 / 2.2	eV
LUMO level (alpha / beta)	3.840 / 3.842	eV

***

(4)
The following is a DFT calculation (wB97M-V/def2-TZVPD) of a structure of composition C25H31N2O3PtS.

```
! RIJCOSX wB97M-V def2-TZVPD def2/J DEFGRID3
* xyz 1 5
Pt -0.2561 -1.3282 -1.1831
O -1.3573 -3.2023 -4.4375
C -0.6131 -3.1486 -3.4927
O -1.0471 -2.8030 -2.2874
C 0.8333 -3.5595 -3.6706
C 1.0497 -4.5191 -4.6423
C 2.3287 -4.9835 -4.9352
C 3.4353 -4.4654 -4.2720
C 3.2519 -3.4894 -3.3196
C 1.9573 -3.0267 -2.9861
S 1.9357 -1.8074 -1.7898
H 0.1919 -4.8997 -5.1784
H 2.4575 -5.7435 -5.6940
H 4.4299 -4.8164 -4.5088
H 4.0988 -3.0551 -2.8042
N -0.2620 -0.7535 0.8685
C -0.0785 -0.6737 2.0095
N 0.1096 -0.5550 3.2839
C 0.2886 -1.7334 4.1523
C 1.5502 -1.5657 4.9842
C 1.5395 -0.2325 5.7283
C 1.3703 0.9347 4.7587
C 0.1055 0.7692 3.9316
H 0.3250 -2.6179 3.5190
H -0.5939 -1.8104 4.7943
H 2.4225 -1.6200 4.3271
H 1.6224 -2.3987 5.6845
H 2.4608 -0.1153 6.2986
H 0.7191 -0.2261 6.4532
H 2.2319 0.9891 4.0871
H 1.3199 1.8822 5.2972
H 0.0145 1.5239 3.1520
H -0.7841 0.8251 4.5668
C 1.1927 3.7203 -1.7503
C 1.2046 2.9217 -0.4393
C 2.0604 1.6679 -0.5951
C -0.2194 2.7295 0.0247
C -0.7279 3.5736 0.9797
C -2.0859 3.5609 1.3177
C -2.9771 2.7004 0.6747
C -2.5520 1.8202 -0.2916
C -3.5751 0.9989 -1.0385
C -3.8777 1.6806 -2.3807
C -3.2660 -0.4820 -1.2499
C -1.1285 1.7771 -0.6105
O -0.7062 0.9347 -1.4443
H 2.2138 3.9321 -2.0683
H 0.6637 4.6669 -1.6399
H 0.7063 3.1440 -2.5395
H 1.6764 3.5415 0.3297
H 1.7667 1.1056 -1.4775
H 2.0010 1.0125 0.2772
H 3.1026 1.9659 -0.7180
H -0.0713 4.2893 1.4607
H -2.4554 4.2502 2.0663
H -4.0280 2.7366 0.9342
H -4.4779 1.0477 -0.4222
H -2.9948 1.6643 -3.0225
H -4.1863 2.7169 -2.2442
H -4.6769 1.1479 -2.8962
H -2.5060 -0.6394 -2.0146
H -4.1687 -0.9868 -1.5961
H -2.9646 -0.9738 -0.3210
*
```

Summary:
gap between HOMO and LUMO (alpha / beta)	9.0 / 6.6	eV
LUMO level (alpha / beta)	-2.075 / -5.596	eV
energy above the lowest of the compared OMol25 structures with the same formula, charge and spin	0.0	kcal per mole

***

(5)
The following is a DFT calculation (wB97M-V/def2-TZVPD) of a cluster of 5 separate species, H10O5 in total in a non-equilibrium geometry.

```
! RIJCOSX wB97M-V def2-TZVPD def2/J DEFGRID3
* xyz 0 1
O -0.3641 -0.6449 0.0666
H 0.5532 -0.3078 0.1470
H -0.4651 -0.9585 -0.7934
O -0.8317 3.4109 -0.2899
H -0.5717 4.0952 -0.9484
H -0.7580 3.8332 0.5619
O -5.3069 -1.7758 0.1691
H -4.6247 -1.2353 -0.1060
H -6.0055 -1.2538 0.5456
O 2.8937 -1.4755 -1.7435
H 2.8160 -0.7351 -1.0372
H 3.8085 -1.6492 -1.6162
O 3.1357 -0.7181 1.9388
H 2.3826 -0.1954 2.0587
H 3.3382 -0.3898 1.0469
*
```

Summary:
gap between HOMO and LUMO	11.4	eV
LUMO level	-0.029	eV
energy above the lowest of the compared OMol25 structures with the same formula, charge and spin	47.4	kcal per mole
SMILES	O.O.O.O.O

***

(6)
The following is a DFT calculation (wB97M-V/def2-TZVPD) of a structure of composition C26H43Cl12CuN4O9Pd in a non-equilibrium geometry.

```
! RIJCOSX wB97M-V def2-TZVPD def2/J DEFGRID3
* xyz 1 4
Cu 2.6375 -2.1336 -1.5043
Pd -1.0880 -2.9974 -0.1009
C 0.6403 0.6820 0.3079
C 0.6383 -0.7496 0.7883
O 0.7844 -1.7744 -0.1196
H 0.6035 1.4929 1.0354
H -0.0373 0.9627 -0.4983
H 1.5976 0.7748 -0.2050
H -0.3471 -0.9449 1.2113
H 1.3454 -0.7880 1.6168
C 0.4062 -1.8271 -5.1295
C -0.6210 -1.5406 -5.9599
C -2.0330 -1.2986 -5.4417
O -2.9737 -0.8539 -6.1751
C -2.4008 -1.6500 -4.1893
C -1.3878 -2.1710 -3.2183
C 0.1332 -2.1431 -3.7617
O 1.0887 -2.4090 -3.0097
O -1.6515 -2.4051 -2.0573
O -0.2501 -1.2655 -7.1750
H 1.3867 -2.0621 -5.5164
H -3.3968 -1.4402 -3.8285
Cl -0.3526 5.1319 -3.1208
C -0.9657 5.7478 -1.6532
C 0.2038 5.7844 -0.7020
Cl 0.3976 4.2116 -0.0056
H -1.7579 5.1005 -1.2772
H -1.2463 6.7931 -1.7822
H 0.0717 6.4098 0.1809
H 1.1052 6.1028 -1.2256
Cl -3.5543 2.5306 -1.9468
C -2.5951 1.7868 -3.2646
C -2.6389 2.6933 -4.5032
Cl -4.2371 2.6380 -5.3414
H -3.0384 0.8152 -3.4826
H -1.5795 1.6394 -2.8973
H -1.8571 2.5547 -5.2500
H -2.4916 3.7460 -4.2617
C 5.2317 -1.7346 0.7892
O 4.2975 -2.0069 0.0192
N 5.2653 -0.7082 1.6879
C 6.4384 -0.4231 2.5449
C 4.1321 0.2153 1.8561
H 6.2020 -2.2532 0.7478
H 6.9840 0.4261 2.1335
H 7.0900 -1.2856 2.6844
H 6.0739 -0.2633 3.5597
H 3.7311 -0.0230 2.8412
H 4.5339 1.2281 1.8852
H 3.3770 0.2794 1.0725
C 3.4900 1.0466 -1.9841
O 3.2050 -0.1520 -1.8794
N 2.6076 2.0282 -2.3404
C 2.9563 3.4466 -2.3843
C 1.2996 1.7728 -2.8904
H 4.4121 1.5665 -1.6814
H 2.0898 4.0495 -2.1128
H 3.1447 3.7008 -3.4274
H 3.8285 3.7799 -1.8219
H 0.9539 0.7646 -2.6623
H 0.6346 2.4195 -2.3180
H 1.1093 1.9505 -3.9488
C -3.5202 -0.6691 -0.1362
O -2.7059 -1.5657 0.2818
N -4.8840 -0.8168 0.0364
C -5.8265 0.2240 -0.4338
C -5.5352 -1.8540 0.8661
H -3.2557 0.1983 -0.7606
H -6.1984 0.7575 0.4409
H -6.6290 -0.2584 -0.9918
H -5.3739 0.8614 -1.1934
H -4.7215 -2.5045 1.1868
H -5.8841 -1.2696 1.7175
H -6.3154 -2.4145 0.3511
C -1.9750 -3.6194 2.9353
O -1.0599 -3.4945 2.0605
N -1.7496 -3.4737 4.2488
C -2.7966 -3.4542 5.1943
C -0.4242 -3.2936 4.7395
H -3.0059 -3.8818 2.6517
H -2.7232 -2.5571 5.8090
H -2.7542 -4.3070 5.8718
H -3.7821 -3.3949 4.7323
H -0.3246 -2.5659 5.5448
H -0.1389 -4.2698 5.1316
H 0.2615 -2.7752 4.0694
C 3.7870 -2.8963 4.5850
Cl 5.1414 -3.9854 4.2569
Cl 2.7471 -3.6329 5.8054
Cl 4.3721 -1.3060 5.1784
Cl 2.8432 -2.6832 3.1412
C -0.2585 1.6126 4.7699
Cl 0.0134 2.8029 6.1497
Cl -0.5136 2.4523 3.2294
Cl 1.1972 0.5641 4.5290
Cl -1.6332 0.5020 5.0949
*
```

Summary:
gap between HOMO and LUMO (alpha / beta)	7.7 / 5.4	eV
LUMO level (alpha / beta)	-2.555 / -4.384	eV